ORCA calculation (ωB97M-V/def2-TZVPD) on a molecular structure, C3H5N2 in a non-equilibrium geometry.

Last column: Mulliken charge in e.
Atoms and positions in Å:
C1 -0.0627 1.1809 0.1208  0.254
C2 1.6356 0.0260 -0.1472  -0.449
C3 -0.8162 -0.6758 0.2731  -0.133
N1 0.5041 -0.0627 0.4108  -0.003
N2 -1.2298 0.6805 -0.1809  -0.197
H1 2.1042 -0.9094 -0.4443  0.298
H2 2.0206 0.9958 -0.0799  0.321
H3 -0.9810 -1.4713 -0.4524  0.359
H4 -1.1357 -0.7549 1.2234  0.274
H5 -2.0390 0.9909 -0.7235  0.276

Force components x, y, z for each atom (eV/Å):
-2.4 -2.4 1.2
6.7 -4.2 -2.4
1.2 1.2 -3.4
-4.1 4.0 2.0
-2.3 1.1 -1.0
0.6 0.6 0.2
1.4 0.9 -0.5
0.3 0.0 0.2
-1.6 -1.2 3.1
0.2 0.1 0.7

Values from the calculation:
net charge = +1
expectation value of S² = 2.01
HOMO (alpha / beta) = -11.869 / -17.303 eV
electronic energy = -6157.2865 eV
orbital gap (alpha / beta) = 6.52 / 9.01 eV
E_LUMO (alpha / beta) = -5.35 / -8.29 eV
spin multiplicity = 3

***

ORCA calculation (ωB97M-V/def2-TZVPD) on 2 unconnected molecules or ions with the total composition C8H15NO2 in a non-equilibrium geometry.

Last column: Mulliken charge in e.
Atoms and positions in Å:
C1 -3.9644 -1.0844 0.1190  -1.174
C2 -2.8569 -0.6516 1.0532  -0.285
C3 -1.5898 -0.2959 0.3081  -0.743
C4 -1.7838 0.8378 -0.6621  0.170
C5 -1.7267 2.1927 -0.2192  -0.566
O1 -0.6219 1.6032 -0.9318  -0.440
H1 -4.8097 -1.4741 0.6598  0.368
H2 -3.5793 -1.8640 -0.5661  0.284
H3 -4.3598 -0.2562 -0.4843  0.296
H4 -3.1809 0.2372 1.6383  0.241
H5 -2.5984 -1.4595 1.7586  0.287
H6 -1.1791 -1.1426 -0.2577  0.302
H7 -0.7963 0.0228 1.0112  0.333
H8 -2.3763 0.6229 -1.5637  0.416
H9 -2.2627 2.9642 -0.7851  0.284
H10 -1.5230 2.4218 0.8386  0.236
C6 4.8812 -0.7010 -0.7413  -1.269
C7 3.5316 -0.4242 -0.0573  0.591
O2 2.5512 -0.1325 -1.0582  -0.497
C8 3.6951 0.5619 1.0411  0.133
N1 3.8654 1.3617 1.8700  -0.421
H11 5.2099 0.1678 -1.3347  0.334
H12 5.6660 -0.9424 -0.0011  0.367
H13 4.7704 -1.5155 -1.4705  0.324
H14 3.2483 -1.3486 0.4801  0.109
H15 1.7899 0.2985 -0.6449  0.321

Force components x, y, z for each atom (eV/Å):
0.1 -0.2 -0.6
0.1 0.2 0.6
0.7 0.4 -0.1
-0.3 -1.4 -0.6
0.2 1.5 0.4
0.1 0.3 0.0
-0.3 -0.3 0.2
-0.3 0.3 0.2
0.3 -0.1 0.1
0.2 -0.6 -0.2
-0.3 0.3 -0.1
-0.2 -0.1 0.2
-0.3 -0.1 -0.2
0.2 0.0 0.4
0.2 -0.2 0.3
-0.1 -0.1 -0.5
0.1 0.3 -0.3
0.1 -1.0 0.0
0.6 0.3 0.9
0.2 1.8 0.6
-0.4 -1.5 -1.3
-0.2 -0.1 0.4
-0.5 0.0 -0.4
-0.1 0.1 0.4
0.0 0.2 -0.2
0.0 0.0 -0.1

Values from the calculation:
net charge = 0
HOMO = -10.407 eV
SMILES = CCC[C@H]1CO1.C[C@H](O)C#N
electronic energy = -14122.4222 eV
orbital gap = 11.20 eV
E_LUMO = 0.79 eV

***

ORCA calculation (ωB97M-V/def2-TZVPD) on a single C7H11NOS molecule in a non-equilibrium geometry.

Last column: Mulliken charge in e.
Atoms and positions in Å:
C1 0.2999 -2.0565 -0.4385  -1.083
C2 -0.7286 -0.9772 -0.7504  -0.615
C3 0.0066 0.3254 -0.7077  0.245
C4 -0.7708 1.5429 -1.1260  -1.286
N1 0.1954 0.5508 0.9544  0.092
S1 -0.8152 0.1630 2.1625  -0.044
C5 0.0279 1.2404 3.2457  -0.134
C6 1.1680 1.8072 2.6997  -0.771
C7 1.2590 1.4499 1.2737  0.661
O1 2.1079 1.7518 0.4580  -0.635
H1 1.1707 -2.1068 -1.2518  0.256
H2 0.6228 -1.9099 0.5307  0.360
H3 -0.2282 -2.9859 -0.4160  0.398
H4 -1.1726 -1.0031 -1.8198  0.322
H5 -1.6140 -0.9982 -0.1158  0.378
H6 0.9770 0.2837 -1.2492  0.291
H7 -0.2836 2.4878 -0.8565  0.367
H8 -0.9731 1.5097 -2.2351  0.366
H9 -1.8417 1.4686 -0.6638  0.213
H10 -0.4769 1.2786 4.3023  0.282
H11 1.9938 2.4133 3.1544  0.337

Force components x, y, z for each atom (eV/Å):
-0.2 -0.6 -3.5
0.1 0.3 -2.8
-0.7 1.0 3.0
-2.5 -0.2 -0.5
3.1 1.3 -4.0
-0.6 0.7 1.2
0.0 0.1 1.5
-1.1 -0.4 0.4
-0.6 -1.4 0.4
0.0 0.4 -0.1
-1.9 0.2 2.0
1.3 0.4 1.9
0.0 -1.0 -0.2
0.8 -0.5 1.4
0.1 0.0 0.3
-0.4 0.0 1.2
-0.2 -0.3 -0.1
0.5 0.1 0.9
1.9 0.4 -0.6
1.5 0.1 -2.1
-1.3 -0.6 -0.3

Values from the calculation:
net charge = 0
HOMO = -8.116 eV
SMILES = CC[C@@H](C)n1sccc1=O
electronic energy = -21808.5657 eV
orbital gap = 8.73 eV
E_LUMO = 0.61 eV

***

ORCA calculation (ωB97M-V/def2-TZVPD) on 3 unconnected molecules or ions with the total composition C10H22F3O6S in a non-equilibrium geometry.

Last column: Mulliken charge in e.
Atoms and positions in Å:
C1 0.1015 -1.0372 1.2059  -1.040
S1 0.4674 -0.9595 -0.4136  1.074
O1 1.8633 -1.1488 -0.7267  -0.684
O2 -0.3961 -1.8601 -1.1461  -0.749
C2 0.1630 0.7803 -1.0868  0.611
F1 0.1012 1.6700 -0.0793  -0.288
F2 1.1492 1.1857 -1.9039  -0.262
F3 -0.9868 0.8826 -1.7716  -0.233
H1 -0.9513 -1.2808 1.2492  0.326
H2 0.3236 -0.1142 1.7228  0.299
C3 -3.5796 4.9060 -4.8317  -0.742
O3 -3.5809 3.5773 -4.3560  -0.388
C4 -2.4926 3.2908 -3.4805  -0.418
C5 -2.9021 3.3428 -2.0283  -0.206
O4 -3.2928 4.6575 -1.6363  -0.401
C6 -4.6919 4.8432 -1.6173  -0.749
H3 -4.5615 5.1052 -5.2605  0.240
H4 -3.3943 5.6240 -4.0294  0.327
H5 -2.8214 5.0356 -5.6135  0.325
H6 -1.6643 3.9810 -3.6651  0.295
H7 -2.1480 2.2810 -3.7105  0.349
H8 -2.0496 3.0620 -1.4128  0.137
H9 -3.7076 2.6299 -1.8325  0.296
H10 -5.1297 4.3795 -0.7254  0.324
H11 -5.1704 4.4251 -2.5062  0.323
H12 -4.8857 5.9153 -1.5840  0.250
C7 4.9423 -4.7029 4.2179  -0.710
O5 3.7085 -5.3342 3.9532  -0.366
C8 2.5845 -4.5307 4.2960  -0.613
C9 1.9943 -3.8121 3.1026  -0.451
O6 2.8824 -2.8614 2.5673  -0.297
C10 3.5644 -3.2979 1.4068  -0.758
H13 5.7177 -5.2585 3.6915  0.242
H14 4.9499 -3.6699 3.8642  0.307
H15 5.1631 -4.7208 5.2933  0.317
H16 2.8598 -3.8067 5.0696  0.340
H17 1.8284 -5.2031 4.7156  0.380
H18 1.1021 -3.2660 3.4245  0.377
H19 1.6849 -4.5287 2.3362  0.336
H20 2.8977 -3.2646 0.5410  0.272
H21 3.9687 -4.3086 1.5284  0.374
H22 4.3888 -2.6081 1.2320  0.233

Force components x, y, z for each atom (eV/Å):
-0.3 0.5 -0.5
0.1 -1.8 0.9
0.7 0.9 0.0
-0.7 0.4 -0.6
0.4 -0.3 -0.1
0.0 0.2 0.0
-0.1 0.1 -0.1
-0.2 0.0 -0.1
-0.3 0.0 0.1
0.4 0.0 0.3
0.0 -0.1 0.0
0.0 0.1 0.1
-0.1 -0.2 -0.1
0.1 0.2 0.1
-0.1 0.0 -0.1
0.0 0.0 0.1
0.0 0.0 0.0
0.0 0.0 0.0
0.0 0.1 0.0
0.0 0.0 0.0
0.0 0.0 0.0
0.0 0.0 0.0
0.0 0.0 0.0
-0.1 0.0 0.0
0.0 0.0 0.0
0.0 0.0 0.0
0.0 0.0 0.0
0.0 0.0 0.0
-0.1 -0.2 0.0
-0.2 0.3 0.0
0.4 -0.1 0.2
-0.1 0.0 -0.1
0.0 0.0 0.0
0.0 0.0 0.0
0.0 0.1 0.0
0.0 0.0 0.0
0.0 0.0 0.0
-0.1 0.0 0.0
0.0 0.0 0.0
0.0 0.0 0.0
0.0 0.0 0.0
0.0 0.1 0.0

Values from the calculation:
net charge = -1
HOMO = -3.953 eV
electronic energy = -41996.8969 eV
orbital gap = 6.70 eV
E_LUMO = 2.75 eV

***

ORCA calculation (ωB97M-V/def2-TZVPD) on a single CH2BrClFNO2S molecule in a non-equilibrium geometry.

Last column: Mulliken charge in e.
Atoms and positions in Å:
N1 0.9992 -1.1066 0.1380  -0.477
S1 -0.3086 -0.2324 0.7202  1.030
O1 -1.4987 -1.0770 0.5818  -0.559
O2 -0.0999 0.4662 1.9317  -0.539
C1 -0.4685 1.0568 -0.6355  0.342
F1 1.0812 1.5022 -0.8145  -0.307
Cl1 -1.4893 2.3488 -0.1309  -0.046
Br1 -0.8304 0.2209 -2.3347  -0.011
H1 0.6858 -1.9575 -0.1650  0.286
H2 1.9292 -1.2216 0.7090  0.281

Force components x, y, z for each atom (eV/Å):
2.3 2.5 2.8
-1.5 -1.9 -1.3
2.0 1.2 -0.1
0.8 0.3 0.4
3.7 0.0 -0.5
-4.0 -0.5 0.7
0.7 -0.4 -0.4
-0.1 0.5 0.7
-1.1 -2.6 -1.0
-2.7 0.9 -1.2

Values from the calculation:
net charge = 0
HOMO = -11.186 eV
SMILES = NS(=O)(=O)[C@](F)(Cl)Br
electronic energy = -102770.0312 eV
orbital gap = 11.28 eV
E_LUMO = 0.09 eV

***

ORCA calculation (ωB97M-V/def2-TZVPD) on 2 unconnected molecules or ions with the total composition CH2O5P in a non-equilibrium geometry.

Last column: Mulliken charge in e.
Atoms and positions in Å:
C1 -1.9077 -0.1794 -0.3051  0.155
O1 0.9110 -0.5285 0.8096  -0.604
O2 1.7048 1.0716 -0.8668  -0.612
O3 3.3783 -0.3624 0.3270  -0.626
O4 -1.6993 -1.3446 -0.5609  -0.518
O5 -1.2941 0.6391 0.5076  -0.475
P1 2.0475 0.1124 0.1483  0.931
H1 -2.9427 0.3042 -0.6643  0.239
H2 -0.1979 0.2876 0.6047  0.509

Force components x, y, z for each atom (eV/Å):
-2.8 0.4 0.3
-1.8 -0.5 1.9
-0.5 2.4 -1.7
3.3 -1.1 1.1
0.5 0.5 -0.2
2.0 -0.5 -0.7
-0.7 -0.1 -1.3
1.8 -0.6 0.4
-1.9 -0.4 0.3

Values from the calculation:
net charge = -1
HOMO = -6.064 eV
electronic energy = -20599.9112 eV
orbital gap = 9.96 eV
E_LUMO = 3.89 eV

***

The highest electronic energy belongs to which entry? C3H5N2

***

Repeat the sixth record exactly.
ORCA calculation (ωB97M-V/def2-TZVPD) on 2 unconnected molecules or ions with the total composition CH2O5P in a non-equilibrium geometry.

Last column: Mulliken charge in e.
Atoms and positions in Å:
C1 -1.9077 -0.1794 -0.3051  0.155
O1 0.9110 -0.5285 0.8096  -0.604
O2 1.7048 1.0716 -0.8668  -0.612
O3 3.3783 -0.3624 0.3270  -0.626
O4 -1.6993 -1.3446 -0.5609  -0.518
O5 -1.2941 0.6391 0.5076  -0.475
P1 2.0475 0.1124 0.1483  0.931
H1 -2.9427 0.3042 -0.6643  0.239
H2 -0.1979 0.2876 0.6047  0.509

Force components x, y, z for each atom (eV/Å):
-2.8 0.4 0.3
-1.8 -0.5 1.9
-0.5 2.4 -1.7
3.3 -1.1 1.1
0.5 0.5 -0.2
2.0 -0.5 -0.7
-0.7 -0.1 -1.3
1.8 -0.6 0.4
-1.9 -0.4 0.3

Values from the calculation:
net charge = -1
HOMO = -6.064 eV
electronic energy = -20599.9112 eV
orbital gap = 9.96 eV
E_LUMO = 3.89 eV